Model P:
Density functional theory data (wB97M-V/def2-TZVPD) for an isolated molecule of C4H7NO.

Each line ends with the Löwdin charge.
Geometry (Å):
C: -1.04 -0.20 1.33  -0.216
C: 1.22 -0.21 0.46  -0.033
C: -0.66 -0.40 -1.08  0.021
C: -0.19 0.19 0.22  -0.650
N: -1.75 -0.57 2.17  0.150
O: -0.41 1.58 0.00  0.115
H: 1.81 0.18 -0.34  0.078
H: 1.67 0.22 1.32  0.087
H: 1.41 -1.30 0.46  0.117
H: -0.06 0.16 -1.72  0.074
H: -1.69 -0.10 -1.11  0.101
H: -0.51 -1.43 -1.06  0.096
H: 0.22 1.88 -0.64  0.060

Values from the calculation:
total charge = 0
spin multiplicity = 3
<S²> = 2.01

Model Q:
Density functional theory data (wB97M-V/def2-TZVPD) for a cluster of 2 separate species, C4H7NO in total.

Each line ends with the Löwdin charge.
Geometry (Å):
C: 2.10 -0.04 1.30  -0.117
C: 0.28 0.95 -1.32  -0.100
C: -0.13 0.04 -0.26  -0.445
C: -1.39 -0.60 0.14  -0.044
N: 1.03 0.56 1.43  0.141
O: 0.76 -0.39 -1.19  -0.029
H: 2.87 0.05 2.06  0.069
H: 2.36 -0.67 0.44  0.085
H: -0.36 1.12 -2.17  0.105
H: 1.00 1.72 -1.10  0.099
H: -2.07 0.15 0.55  0.081
H: -1.21 -1.36 0.90  0.073
H: -1.86 -1.07 -0.73  0.082

Values from the calculation:
total charge = 0
spin multiplicity = 3
<S²> = 2.02

Energies in eV, measured from the most stable structure: model P 1.686; model Q 0.000.

Model P:
Density functional theory data (wB97M-V/def2-TZVPD) for an isolated molecule of C6H9ClS.

Each line ends with the Löwdin charge.
Geometry (Å):
C: 0.25 2.09 0.12  -0.169
C: -0.83 1.12 0.11  -0.293
C: -0.53 -0.03 -0.98  -0.772
S: -0.83 0.02 -2.57  0.730
C: 0.29 -1.17 -0.38  -0.351
C: -0.66 -1.99 0.68  -0.041
C: 1.64 -1.03 -0.11  -0.432
Cl: 2.52 0.05 -1.25  0.577
H: 0.08 2.87 0.88  0.070
H: 1.37 1.76 0.54  0.110
H: 0.47 2.47 -0.93  0.091
H: -1.21 0.79 1.05  0.076
H: -1.80 1.51 -0.27  0.112
H: -1.50 -1.34 1.38  0.145
H: 0.00 -2.55 1.23  0.005
H: -1.34 -2.72 0.08  0.091
H: 2.08 -1.85 0.40  0.053

Values from the calculation:
total charge = 0
structure (SMILES) = CCC(=S)/C(C)=C\Cl

Model Q:
Density functional theory data (wB97M-V/def2-TZVPD) for an isolated molecule of C6H9ClS.

Each line ends with the Löwdin charge.
Geometry (Å):
C: -1.07 -1.08 -0.43  0.074
C: 0.22 -0.90 -0.25  -0.422
C: 1.15 -1.94 -0.86  -0.707
Cl: 2.28 -2.60 0.22  0.618
C: 0.86 0.28 0.31  -0.836
S: 2.29 0.69 -0.11  0.860
C: 0.03 1.25 1.07  -0.317
C: -1.08 1.88 0.21  -0.150
H: -1.74 -0.46 0.13  0.045
H: -1.36 -2.15 -0.76  0.114
H: 0.56 -2.77 -1.39  0.099
H: 1.84 -1.62 -1.69  0.066
H: -0.36 0.73 2.10  0.160
H: 0.59 2.26 1.50  0.150
H: -1.87 1.21 -0.36  0.094
H: -0.58 2.73 -0.43  0.117
H: -1.76 2.49 0.74  0.036

Values from the calculation:
total charge = 0
structure (SMILES) = C=C(CCl)C(=S)CC

Energies in eV, measured from the most stable structure: model P 0.494; model Q 0.000.

Model P:
Density functional theory data (wB97M-V/def2-TZVPD) for a structure of composition C6H9ClS.

Each line ends with the Löwdin charge.
Geometry (Å):
C: 0.98 -1.59 0.60  -0.305
C: 0.71 -0.58 -0.30  -0.718
C: 0.04 0.41 0.34  -0.537
C: -0.10 1.91 0.09  -0.145
C: -1.65 1.71 0.05  -0.174
C: -1.48 0.22 0.13  -0.761
H: -0.02 -2.17 1.36  0.176
H: 1.45 -2.41 -0.16  0.123
H: 1.68 -1.24 1.61  0.135
H: 0.43 -0.95 -1.34  0.150
H: 0.33 0.28 1.46  0.164
H: 0.38 2.49 1.13  0.179
H: 0.48 2.24 -0.85  0.117
H: -2.08 2.22 0.91  0.106
H: -2.25 2.22 -0.84  0.156
S: -2.17 -1.11 -0.26  0.824
Cl: 2.54 0.15 -0.27  0.511

Values from the calculation:
total charge = 0

Model Q:
Density functional theory data (wB97M-V/def2-TZVPD) for a cluster of 2 separate species, C6H9ClS in total.

Each line ends with the Löwdin charge.
Geometry (Å):
C: -1.34 -1.94 -0.15  0.016
C: 2.64 0.46 -1.84  -0.106
C: -1.53 -0.63 -0.12  -0.285
C: 1.61 -0.14 -1.34  -0.473
C: -0.77 1.09 2.43  0.062
C: -0.61 0.47 0.33  -1.015
S: 1.15 0.25 0.38  0.817
Cl: -1.09 2.00 -0.48  0.546
H: -2.13 -2.58 -0.32  0.031
H: -0.36 -2.38 0.12  0.072
H: 3.08 0.10 -2.84  0.089
H: 3.34 0.91 -1.15  0.046
H: -2.47 -0.31 -0.46  0.068
H: 0.68 -0.65 -1.76  0.086
H: -1.70 1.58 2.29  0.011
H: -0.59 0.03 2.63  0.033
H: 0.09 1.73 2.28  0.000

Values from the calculation:
total charge = 0

Energies in eV, measured from the most stable structure: model P 1.024; model Q 0.000.